A structure of composition C12H16Br2Cl2N5OSV in a non-equilibrium geometry, computed with ωB97M-V/def2-TZVPD.

## Properties
Strongest force on any atom = 5.93 eV/Å
2S+1 = 2
E = -223827.8519 eV
Total charge = +3
Lowest unoccupied orbital energy (alpha / beta) = -12.3 / -10.1 eV
Frontier orbital gap (alpha / beta) = 5.7 / 7.9 eV

The geometry in XYZ format:
```
40
Properties=species:S:1:pos:R:3:forces:R:3:mulliken_spin:R:1
V 0.38889 0.04273 0.15266 -4.3441 3.5421 1.1431 1.661
Br -1.27137 2.00441 0.71338 -0.5213 0.3024 0.2656 -0.004
C 0.03711 3.40457 0.41909 0.2335 0.1818 -0.0915 0.003
Br 1.74285 2.55067 0.06320 -0.0635 -0.0391 -0.0746 -0.010
H 0.12032 4.00998 1.31499 -0.0101 -0.1010 0.0496 -0.001
H -0.26179 3.99634 -0.43954 -0.0032 -0.1093 -0.0550 0.000
O 1.53286 -1.00885 -0.16037 4.1805 -3.7169 -1.9574 -0.212
C 2.50139 -1.82179 0.17916 1.0139 -0.6408 1.0718 -0.136
C 3.04796 -2.82836 -0.63553 -0.3287 0.1921 -0.3836 -0.021
C 4.04899 -3.62656 -0.14016 -0.0943 0.0822 -0.0989 -0.001
C 4.53865 -3.42937 1.15732 0.0127 0.0351 0.0534 -0.142
C 3.99529 -2.45228 1.98000 -0.0396 0.1219 0.1201 0.033
C 2.97054 -1.64055 1.52066 -0.1387 -0.0475 -0.2447 -0.048
C 2.30692 -0.64320 2.33293 -0.1229 0.1376 0.1329 0.026
N 1.15672 0.00106 2.03355 0.4232 -0.1685 0.4239 -0.069
C 0.86938 0.80738 3.10676 0.0154 0.0514 0.2661 -0.009
C 1.84094 0.66425 4.05224 -0.2323 0.0683 -0.0484 -0.043
N 2.72235 -0.24205 3.54968 0.0165 -0.0750 -0.1216 -0.008
H 2.67288 -2.96982 -1.63761 -0.0375 0.0387 -0.0741 0.004
H 4.45735 -4.41324 -0.75960 0.0322 0.0185 -0.0063 -0.003
H 5.34273 -4.05194 1.52681 -0.0173 -0.0188 0.0178 0.002
H 4.36618 -2.35359 2.99170 0.0270 -0.0221 -0.0118 -0.002
H -0.01010 1.42159 3.15638 0.0083 0.0103 -0.0358 -0.004
H 1.95362 1.12409 5.01969 0.0556 -0.0127 -0.0023 -0.002
H 3.57190 -0.53675 4.01027 -0.0051 -0.0334 0.0159 0.000
N -2.03878 -0.59326 2.67415 0.1310 0.1260 0.0638 0.001
N -2.97718 -1.31860 1.94216 -0.3575 -0.0990 -0.1097 0.003
C -2.67866 -1.90488 0.78930 0.5254 0.2451 0.0297 0.012
N -3.57365 -2.65936 0.18752 -0.2450 -0.0790 0.0198 0.003
S -1.11048 -1.84196 0.03112 -0.0791 -0.0218 0.0476 -0.035
H -1.69735 -1.16415 3.44321 0.0047 -0.0691 -0.0022 0.001
H -2.51170 0.20644 3.08195 -0.0510 0.0278 -0.0159 0.000
H -3.88828 -1.48814 2.35301 -0.0063 -0.0298 0.0340 0.000
H -4.48766 -2.84923 0.57711 0.0279 0.0024 0.0602 0.000
H -3.35287 -3.11740 -0.68288 0.0634 0.0422 -0.0469 0.000
Cl -0.36211 0.79612 -2.11766 -0.1880 0.3504 -0.2272 -0.003
C -0.08337 -0.16233 -3.62359 0.2441 -0.7295 -0.5803 0.001
Cl 0.53776 -1.77053 -3.30644 -0.0722 0.1928 0.0325 0.000
H 0.62630 0.38821 -4.23173 0.0246 0.1262 0.1712 0.000
H -1.04414 -0.24814 -4.12000 -0.0821 0.1180 0.1690 0.001
```
Positions in Å, forces in eV/Å.